(1)
The following is a DFT calculation (ωB97M-V with the def2-TZVPD basis set) of a 2-piece molecular cluster, C6H17NO overall.

Results
**Total energy**: -368.6893 Eh
**Kohn-Sham gap**: 9.76 eV
**SMILES**: CNCCC(C)C.O

Each line ends with the natural charge from an NBO analysis.
CARTESIAN COORDINATES (ANGSTROEM)
C 1.06471 0.64112 0.25817  -0.435
C 0.68342 -0.40537 -0.91527  -0.216
C 1.86513 -1.25675 -1.39516  -0.625
C -0.06078 0.28764 -2.10838  -0.621
C 0.88528 -0.18275 1.56267  -0.239
N 0.16610 0.61481 2.70854  -0.599
C -1.24681 0.54274 2.28830  -0.468
H 0.38062 1.58213 0.07991  0.211
H 2.11803 1.11852 0.13793  0.218
H -0.01532 -1.20831 -0.42784  0.194
H 1.63638 -2.18181 -1.89922  0.215
H 2.66961 -1.44300 -0.64047  0.215
H 2.50343 -0.78917 -2.16589  0.203
H -0.96205 -0.15316 -2.40866  0.195
H 0.58595 0.34136 -3.00972  0.215
H -0.29664 1.38491 -1.95401  0.211
H 0.27704 -1.03877 1.57596  0.196
H 1.94178 -0.37531 1.96311  0.200
H 0.50883 1.60478 2.51431  0.336
H -1.55855 0.86194 1.20590  0.182
H -1.81536 1.42995 2.65289  0.207
H -1.62411 -0.45920 2.68537  0.205
H -2.67333 0.05528 -1.25516  0.459
H -3.43778 -0.99817 -0.70096  0.459
O -3.59559 0.02657 -0.75233  -0.917


(2)
The following is a DFT calculation (ωB97M-V with the def2-TZVPD basis set) of a 2-piece molecular cluster, C6H17NO overall.

Results
**Total energy**: -368.7503 Eh
**Kohn-Sham gap**: 9.76 eV
**SMILES**: CCCCCCN.O

Each line ends with the natural charge from an NBO analysis.
CARTESIAN COORDINATES (ANGSTROEM)
C -2.16096 -0.39894 2.21583  -0.623
C -2.13106 0.24410 0.84319  -0.436
C -0.88031 0.70871 0.17704  -0.408
C -0.04595 -0.37626 -0.57533  -0.402
C 0.00303 -0.12261 -2.08787  -0.412
C 1.05531 0.89454 -2.54585  -0.217
N 2.39968 0.72240 -2.01954  -0.838
H -2.56576 0.22001 2.97754  0.209
H -1.14700 -0.71879 2.47131  0.210
H -2.61741 -1.38905 2.21928  0.213
H -2.98259 0.94894 0.75084  0.216
H -2.82846 -0.30192 0.16617  0.205
H -0.27095 1.09813 0.99758  0.196
H -0.96902 1.50910 -0.55175  0.205
H 0.93861 -0.45804 -0.13397  0.207
H -0.57542 -1.32602 -0.47013  0.202
H -0.96933 0.24181 -2.42619  0.200
H 0.26685 -1.08707 -2.53107  0.196
H 1.07055 0.94035 -3.63384  0.187
H 0.78976 1.90210 -2.22810  0.180
H 2.43242 0.95215 -1.03628  0.355
H 2.78193 -0.20280 -2.16261  0.352
H 1.14587 -0.51055 3.56360  0.479
H 1.42391 -2.08486 3.45262  0.479
O 1.51962 -1.22564 3.04588  -0.955


(3)
The following is a DFT calculation (ωB97M-V with the def2-TZVPD basis set) of a 2-piece molecular cluster, C6H17NO overall.

Results
**Total energy**: -368.4169 Eh
**2S+1**: 2
**⟨S²⟩**: 0.755
**Kohn-Sham gap (spin up / spin down)**: 12.00 / 6.73 eV
**Total charge**: +1

Each line ends with the natural charge from an NBO analysis.
CARTESIAN COORDINATES (ANGSTROEM)
C 1.35327 -1.38568 0.55479  -0.308
N 0.47652 -0.36474 -0.04370  -0.113
C -0.98123 -0.44984 0.37503  -0.261
C -1.11305 0.25729 1.82151  -0.390
C -1.92990 1.49130 1.69552  -0.635
C 2.78582 -1.14663 0.06680  -0.427
C 2.72582 -1.16065 -1.58817  -0.630
H 1.23093 -1.43858 1.64124  0.250
H 1.13221 -2.46878 0.20958  0.286
H 0.53912 -0.34299 -1.05219  0.419
H -1.20138 -1.55360 0.52535  0.266
H -1.65989 0.02874 -0.26942  0.246
H -0.14786 0.46546 2.20254  0.216
H -1.67436 -0.43972 2.50833  0.240
H -1.91959 2.00147 0.78012  0.210
H -3.00926 1.42135 1.83884  0.231
H -1.57157 2.17966 2.41493  0.237
H 3.50843 -2.03442 0.45491  0.251
H 3.24827 -0.30687 0.62440  0.242
H 2.13766 -2.03419 -1.93649  0.215
H 3.70370 -1.28823 -1.82057  0.238
H 2.29592 -0.21567 -2.20500  0.216
H -3.19936 2.34916 -1.57561  0.459
H -2.57139 3.11448 -2.55749  0.471
O -2.65270 2.18515 -2.37882  -0.928


(4)
The following is a DFT calculation (ωB97M-V with the def2-TZVPD basis set) of a 4-piece molecular cluster, C6H17NO3 overall.

Results
**Total energy**: -519.1899 Eh
**Kohn-Sham gap**: 8.72 eV
**SMILES**: C=C(/C=C/C)NC.O.O.O

Each line ends with the natural charge from an NBO analysis.
CARTESIAN COORDINATES (ANGSTROEM)
C 0.06791 2.77213 -1.62779  -0.424
N 0.50308 1.48124 -0.93535  -0.671
C -0.48838 0.43328 -1.18548  0.131
C -1.79907 0.62179 -1.04525  -0.404
C 1.82801 -2.59928 -1.62839  -0.645
C 1.00086 -1.49093 -1.11091  -0.134
C 0.08963 -0.77361 -1.76938  -0.246
H -0.40803 2.50469 -2.56437  0.208
H 1.03001 3.15248 -1.97210  0.200
H -0.48277 3.41913 -0.95523  0.180
H 0.77173 1.73224 -0.00410  0.361
H -2.40249 -0.20762 -1.40908  0.195
H -2.38423 1.43656 -0.65573  0.203
H 1.43242 -2.90265 -2.59733  0.207
H 2.89431 -2.40428 -1.71632  0.222
H 1.67800 -3.49941 -1.02901  0.216
H 1.19814 -1.14239 -0.09457  0.193
H -0.38413 -1.09857 -2.69604  0.203
H 0.06626 1.98434 3.03005  0.474
H 1.51852 2.15476 2.69104  0.472
O 0.92677 1.65106 3.25548  -0.944
H 0.38419 -1.13983 4.00414  0.464
H 1.72662 -0.58536 3.55172  0.481
O 1.21871 -1.40368 3.66393  -0.945
H -3.20745 -0.99557 2.27374  0.464
H -3.57409 -1.98894 1.21758  0.467
O -3.20452 -1.11158 1.30876  -0.928


(5)
The following is a DFT calculation (ωB97M-V with the def2-TZVPD basis set) of an isolated ion of composition C6H17NO5P and charge +1.

Results
**Total energy**: -1010.8452 Eh
**Kohn-Sham gap**: 11.18 eV
**Total charge**: +1
**SMILES**: COC(OC)[C@@H]([NH3+])P(=O)(OC)OC

Each line ends with the natural charge from an NBO analysis.
CARTESIAN COORDINATES (ANGSTROEM)
C 1.97958 1.36907 1.54006  -0.272
C 3.69603 -0.49745 -0.82195  -0.229
C -4.05147 -0.77224 -0.49662  -0.244
C -1.80567 2.18379 -0.88553  -0.247
C 0.02779 -0.90750 -0.43071  -0.408
C 1.23533 -0.00675 -0.08459  0.370
N 0.34238 -2.03761 0.52542  -0.731
O -1.56678 -0.73686 1.67811  -1.081
O 1.02865 0.32232 1.24629  -0.538
O 2.41582 -0.81058 -0.21500  -0.619
O -2.65669 -0.49198 -0.79798  -0.824
O -1.50842 1.41495 0.34824  -0.812
P -1.54683 -0.17599 0.35640  2.379
H 1.40496 2.01047 2.26089  0.223
H 2.46704 1.92762 0.74375  0.191
H 2.79133 0.94508 1.99186  0.191
H 4.30392 -1.40337 -0.83859  0.220
H 4.23344 0.13308 -0.25387  0.176
H 3.49682 0.09608 -1.81999  0.185
H -4.34314 -1.44815 -1.16748  0.200
H -4.50565 0.24504 -0.56844  0.192
H -4.31420 -0.99030 0.56102  0.212
H -2.12429 3.07660 -0.36359  0.227
H -2.56271 1.86475 -1.57299  0.207
H -0.84391 2.09801 -1.34774  0.185
H -0.09877 -1.40118 -1.32996  0.251
H 1.39884 0.85581 -0.67572  0.184
H -0.35092 -2.82491 0.46925  0.442
H 1.39780 -2.39667 0.52355  0.487
H 0.05972 -1.64111 1.42592  0.483


(6)
The following is a DFT calculation (ωB97M-V with the def2-TZVPD basis set) of a 2-piece molecular cluster, C6H17NSi overall.

Results
**Total energy**: -582.9026 Eh
**Kohn-Sham gap (spin up / spin down)**: 7.19 / 7.70 eV

Each line ends with the natural charge from an NBO analysis.
CARTESIAN COORDINATES (ANGSTROEM)
C -1.12484 -2.32859 -1.55632  -0.608
C 1.38812 -1.90218 -1.34430  -0.626
C 0.75679 2.52565 2.03682  -0.678
C 0.00296 2.72490 -0.45695  -0.690
C 0.00240 -1.39123 -1.00395  -0.733
C 0.94260 2.21248 0.56345  -0.100
N -1.78116 -0.78209 1.16705  -1.244
Si -0.06211 -1.19261 0.82521  1.162
H -1.99567 -2.43795 -0.92503  0.227
H -1.51283 -2.10549 -2.55305  0.212
H -0.65640 -3.30130 -1.69409  0.201
H 1.34194 -2.79903 -2.10298  0.218
H 1.84723 -2.39008 -0.43855  0.196
H 2.16149 -1.11725 -1.48980  0.226
H -0.26186 2.27213 2.23259  0.209
H 1.29975 1.84433 2.65545  0.219
H 1.07989 3.52777 2.31472  0.215
H -1.17082 2.46178 -0.16439  0.190
H 0.02510 2.44857 -1.54093  0.233
H 0.02818 3.83502 -0.40155  0.223
H -0.13378 -0.25171 -1.33609  0.230
H 1.72630 1.53570 0.38290  0.183
H -2.05263 0.18484 1.08068  0.378
H -1.91408 -1.05793 2.07603  0.366
H 0.06342 -2.51573 1.67308  -0.210


Relative energy (zero: lowest compared OMol25 entry of this formula, charge and spin) for the records above, in order: 3.035 1.376 2.084 3.723 0.388 3.982 eV